76
Properties=species:S:1:pos:R:3:forces:R:3 method="wB97M-V/def2-TZVPD" homo_lumo_gap_ev="5.559 / 6.599" multiplicity=5 relative_energy_kj_mol=48.6 total_charge=0 lumo_energy_ha="-0.0064 / -0.0406" homo_ev="-5.732 / -7.704"
Rh 0.0238 -0.6114 -0.8804 0.2 0.3 -2.9
C 3.8225 2.8686 -1.6725 0.0 0.0 0.0
C 2.7173 3.8823 -1.3705 0.1 0.0 0.1
C 3.3239 5.2479 -1.0387 -0.1 0.1 -0.3
C 1.7915 4.0481 -2.5768 -0.1 -0.2 0.1
N 1.9825 3.3888 -0.1555 -0.1 0.0 -0.3
C 2.3590 3.7093 1.1437 -0.2 -0.1 -0.1
C 1.6180 2.9498 1.9771 0.0 0.0 -0.3
N 0.7983 2.1546 1.2028 -0.3 -0.2 -0.1
B -0.1953 1.0285 1.6891 0.4 -0.9 0.5
N 0.8233 -1.3525 1.5514 -0.4 0.4 0.9
C 0.3959 -2.0590 2.6943 1.0 -0.1 -1.0
C 1.1037 -3.2052 2.6616 0.1 0.3 -0.8
N 1.9137 -3.2233 1.5125 0.0 -0.4 0.5
C 1.7532 -2.0725 0.8416 -0.1 0.4 0.2
S 2.4551 -1.4012 -0.5501 -0.1 -0.2 0.1
C 2.5334 -4.4903 1.0184 0.0 -0.2 -0.1
C 3.4689 -4.2623 -0.1681 -0.1 -0.2 0.1
C 1.3888 -5.4065 0.5795 0.0 0.1 -0.2
C 3.3399 -5.1057 2.1523 0.0 0.0 0.4
N -1.6049 1.4265 1.2034 0.2 -0.2 0.0
C -2.1126 2.6878 1.4199 -0.3 0.1 -0.2
C -3.3352 2.7427 0.8538 0.0 -0.4 -0.1
N -3.5774 1.4885 0.2965 0.0 -0.1 -0.1
C -2.4987 0.6902 0.5129 0.0 0.5 0.2
S -2.2800 -0.9262 -0.0321 -0.5 -0.2 0.3
C -4.7914 1.0994 -0.4789 -0.3 -0.1 0.3
C -5.8140 2.2367 -0.3862 -0.1 -0.3 -0.2
C -4.4119 0.8694 -1.9382 0.1 0.0 0.0
C -5.4178 -0.1461 0.1759 0.3 0.1 -0.2
C 1.0184 2.4220 -0.1119 0.4 0.2 0.6
S 0.1972 1.6857 -1.4306 0.1 0.7 -0.2
H 4.3406 3.1331 -2.6002 0.0 0.0 0.2
H 3.3847 1.8790 -1.7998 0.0 -0.1 0.0
H 4.5490 2.8270 -0.8508 -0.1 0.0 -0.2
H 3.7203 5.6834 -1.9628 0.0 -0.1 0.2
H 4.1553 5.1649 -0.3434 0.0 0.1 0.1
H 2.5598 5.9313 -0.6544 0.1 -0.1 0.0
H 2.3098 4.6535 -3.3103 0.1 0.1 -0.2
H 0.8673 4.5585 -2.3021 0.0 0.0 0.0
H 1.5424 3.0893 -3.0283 0.0 0.2 0.0
H 3.0851 4.4676 1.3624 0.0 0.0 0.0
H 1.6079 2.9199 3.0536 0.0 0.0 -0.1
H 0.7926 0.8268 3.8151 -0.1 -0.2 0.0
H -0.3341 -1.6933 3.3833 -0.1 0.1 0.0
H 1.0799 -4.0376 3.3191 0.0 -0.4 0.3
H 2.9110 -3.9630 -1.0547 0.2 -0.1 0.1
H 3.9709 -5.2146 -0.3544 -0.1 0.0 -0.1
H 4.2315 -3.5197 0.0516 0.0 0.1 0.0
H 0.8071 -4.9267 -0.2091 0.0 0.0 0.0
H 0.7218 -5.6443 1.4014 -0.1 0.0 0.2
H 1.7877 -6.3375 0.1828 0.1 -0.1 0.0
H 4.0938 -4.4030 2.5157 0.0 0.0 0.0
H 3.8539 -5.9932 1.7886 0.0 0.0 0.0
H 2.7149 -5.4164 2.9948 0.1 0.1 -0.1
H -1.5655 3.4528 1.9493 0.0 -0.1 -0.1
H -4.0483 3.5419 0.7802 0.1 0.0 0.1
H -5.4695 3.1329 -0.8926 0.1 0.2 0.0
H -6.0906 2.4608 0.6457 0.1 0.0 0.0
H -6.7180 1.9180 -0.9075 0.0 0.0 0.0
H -3.9584 1.7655 -2.3606 0.0 0.1 0.0
H -5.2964 0.6375 -2.5240 -0.2 0.0 0.0
H -3.7120 0.0451 -2.0514 0.0 0.0 0.1
H -5.6187 0.0719 1.2219 0.0 -0.1 0.2
H -4.7782 -1.0296 0.0882 -0.2 0.3 0.1
H -6.3655 -0.3597 -0.3040 -0.2 0.0 -0.2
Cl 0.0762 -4.9153 -3.6582 0.1 -0.1 0.0
C -1.1527 -3.6815 -3.3330 0.2 0.2 -0.2
Cl -2.6302 -4.4192 -2.7016 -0.1 0.0 0.0
C -0.6039 -2.6495 -2.3428 -0.3 -0.5 0.0
O -0.5881 -1.4552 -2.7301 -0.3 -0.3 -1.2
O -0.2572 -3.0247 -1.2147 0.0 -0.2 0.2
H -1.3874 -3.1879 -4.2700 0.0 -0.1 0.0
S -1.4770 0.7542 4.2274 -1.6 -0.2 1.2
C -0.1945 0.8478 3.3284 1.9 0.9 -1.7
N 0.2936 -0.2557 0.9549 0.1 0.9 3.8

---

72
Properties=species:S:1:pos:R:3:forces:R:3 method="wB97M-V/def2-TZVPD" homo_lumo_gap_ev=7.601 multiplicity=1 total_charge=0 lumo_energy_ha=0.0116 homo_ev=-7.285
Mg -0.0852 0.5518 0.2770 -0.1 0.0 -0.2
C 0.9195 -0.6840 -2.2100 0.1 0.1 0.0
N 2.2635 -0.2373 -1.9087 -0.1 0.0 -0.1
C 3.0249 0.4780 -2.9250 0.0 0.0 0.1
C 4.3187 0.7460 -2.1761 0.0 0.0 0.0
N 3.8878 0.7686 -0.7764 0.1 0.1 -0.1
C 4.9667 0.7356 0.1987 -0.1 0.0 0.0
C 2.6766 0.1342 -0.6647 0.0 0.0 0.1
N 1.9430 -0.0806 0.3915 0.0 0.0 0.1
C 2.4150 0.3341 1.7144 -0.1 0.0 0.0
C 1.3013 0.1081 2.7289 -0.1 0.0 -0.1
N 0.1383 0.8919 2.3040 0.2 0.0 0.1
C -0.7461 1.3263 3.1467 0.0 0.0 0.0
N -1.6761 2.2671 2.8294 0.0 0.0 0.0
C -1.5519 3.2253 1.7451 0.0 0.0 0.1
C -2.3721 2.7041 4.0274 0.1 0.0 0.0
C -2.1469 1.5379 4.9745 0.0 0.0 0.0
N -0.9217 0.9234 4.4550 0.0 -0.1 0.0
C -0.7167 -0.4850 4.8003 0.0 0.1 0.0
H 0.9406 -1.2216 -3.1563 0.0 0.0 0.0
H 0.2207 0.1533 -2.3209 0.0 0.0 0.0
H 0.5669 -1.3705 -1.4408 0.0 0.0 0.0
H 2.5210 1.4057 -3.2043 0.0 0.0 0.0
H 3.1619 -0.1420 -3.8096 0.0 0.0 0.0
H 4.7736 1.6968 -2.4469 0.0 0.0 0.0
H 5.0448 -0.0604 -2.3323 0.0 0.0 0.0
H 5.8169 1.2476 -0.2469 0.0 0.0 0.0
H 5.2755 -0.2868 0.4389 0.0 0.0 0.0
H 4.7157 1.2607 1.1133 0.0 0.0 0.0
H 2.6643 1.4014 1.7269 0.0 0.0 0.0
H 3.2922 -0.2359 2.0289 0.0 0.0 0.0
H 1.6437 0.4121 3.7200 0.0 0.0 0.0
H 1.0850 -0.9652 2.7492 0.0 0.0 0.1
H -0.9374 2.8399 0.9405 0.0 0.0 0.0
H -1.1026 4.1572 2.1032 0.0 0.0 0.0
H -2.5391 3.4402 1.3370 0.0 0.0 0.0
H -3.4250 2.8939 3.8258 0.0 0.0 0.0
H -1.9179 3.6271 4.4073 0.0 0.0 0.0
H -2.9723 0.8221 4.9117 0.0 0.0 0.0
H -2.0283 1.8480 6.0109 0.0 0.0 0.0
H -1.4899 -0.7871 5.5043 0.0 0.0 0.0
H 0.2517 -0.6497 5.2696 0.0 0.0 0.0
H -0.8013 -1.1167 3.9168 0.0 0.0 0.0
F 0.4785 2.1343 -0.7207 0.0 0.0 0.1
B 0.5698 3.1268 -1.8464 -0.1 -0.1 -0.2
F 0.0999 2.4394 -2.9667 0.0 0.1 0.2
F 1.9067 3.4474 -1.9661 0.0 0.0 0.0
F -0.2268 4.1888 -1.4920 0.0 -0.1 0.0
C -3.4616 -3.4920 -3.4091 0.0 0.0 0.0
C -2.9228 -2.2575 -3.7495 0.0 0.0 0.0
C -2.6610 -1.3177 -2.7629 0.0 0.0 0.0
C -2.9385 -1.5752 -1.4158 0.0 0.0 0.0
C -3.4867 -2.8199 -1.0987 0.0 0.0 0.0
C -3.7434 -3.7712 -2.0791 0.0 0.0 0.0
Si -2.5319 -0.2740 -0.0939 0.1 0.0 0.1
C -3.6351 1.2421 -0.3933 0.0 0.0 0.0
C -3.1598 2.3188 -1.1498 -0.1 0.0 0.0
C -3.9200 3.4688 -1.3290 0.0 0.0 0.0
C -5.1732 3.5689 -0.7418 0.0 0.0 0.0
C -5.6665 2.5122 0.0145 0.0 0.0 0.0
C -4.9044 1.3630 0.1816 0.0 0.0 0.0
H -3.6648 -4.2293 -4.1758 0.0 0.0 0.0
H -2.7097 -2.0281 -4.7869 0.0 0.0 0.0
H -2.2476 -0.3536 -3.0496 0.0 0.0 0.0
H -3.7215 -3.0482 -0.0641 0.0 0.0 0.0
H -4.1706 -4.7286 -1.8056 0.0 0.0 0.0
H -3.1216 -0.8713 1.1590 0.0 0.0 0.0
H -2.1764 2.2730 -1.6074 0.0 0.0 0.0
H -3.5219 4.2865 -1.9170 0.0 0.0 0.0
H -5.7651 4.4667 -0.8726 0.0 0.0 0.0
H -6.6463 2.5835 0.4716 0.0 0.0 0.0
H -5.3007 0.5444 0.7734 0.0 0.0 0.0

---

73
Properties=species:S:1:pos:R:3:forces:R:3 method="wB97M-V/def2-TZVPD" homo_lumo_gap_ev=5.657 multiplicity=1 total_charge=-1 lumo_energy_ha=0.0689 homo_ev=-3.781
Cs -0.8562 -0.3134 -1.1095 0.6 0.5 0.9
C -1.4595 2.8957 -4.1027 0.1 0.0 0.0
C -0.3471 3.8497 -3.6747 -0.1 0.1 -0.1
S 1.0038 2.8924 -2.9401 0.1 -0.1 0.1
C 1.5734 4.0078 -1.6195 0.0 0.0 0.0
C 1.8089 3.2756 -0.3016 0.0 0.0 0.0
S 0.3054 2.7048 0.5175 0.1 -0.1 0.0
C -0.3449 4.2534 1.1746 0.0 0.0 0.0
C -1.7619 4.0634 1.7077 0.0 0.0 0.0
S -2.9249 3.2465 0.5799 0.0 0.0 0.0
C -2.6540 4.2098 -0.9237 0.0 0.0 0.0
C -3.3003 3.5056 -2.1162 0.0 0.0 0.1
S -2.3485 2.0984 -2.7444 -0.4 0.4 -0.3
H -1.0364 2.0685 -4.6775 0.0 0.0 0.0
H -2.1848 3.3948 -4.7498 0.0 0.0 0.0
H -0.7277 4.5881 -2.9670 0.0 0.0 0.0
H 0.0048 4.3980 -4.5530 0.0 0.0 0.0
H 0.8330 4.8051 -1.5101 0.0 0.0 0.0
H 2.5115 4.4735 -1.9275 0.0 0.0 0.0
H 2.3789 3.9068 0.3856 0.0 0.0 0.0
H 2.3793 2.3611 -0.5210 0.0 0.0 0.0
H -0.3334 5.0236 0.4002 0.0 0.0 0.0
H 0.2871 4.6109 1.9917 0.0 0.0 0.0
H -2.1686 5.0284 2.0180 0.0 0.0 0.0
H -1.7427 3.4176 2.5881 0.0 0.0 0.0
H -1.5801 4.2717 -1.0897 0.0 0.0 0.0
H -3.0627 5.2165 -0.7996 0.0 0.0 0.0
H -3.4432 4.2133 -2.9354 0.0 0.0 0.0
H -4.2910 3.1342 -1.8468 0.0 0.0 0.0
C 2.4857 -3.1043 -3.9647 0.0 0.0 0.0
C 1.7310 -1.9297 -3.4009 0.0 0.1 0.1
N 0.4948 -1.9832 -3.0859 0.2 -0.2 -0.2
O -0.0794 -3.2430 -3.2466 0.0 0.1 0.0
C 2.4780 -0.6689 -3.1773 -0.1 -0.2 0.0
C 3.4950 -0.2553 -4.2010 0.0 0.1 0.0
N 2.2628 -0.0135 -2.0738 0.2 -0.2 0.0
O 2.9918 1.0541 -1.8513 -0.1 0.0 0.0
H 1.9936 -4.0378 -3.7049 0.0 0.0 0.0
H 3.5102 -3.1024 -3.5904 0.0 0.0 0.0
H 2.5364 -3.0438 -5.0555 0.0 0.0 0.0
H -0.9984 -3.0953 -2.9153 0.0 0.0 0.0
H 3.0635 -0.2495 -5.2069 0.0 0.0 0.0
H 4.3645 -0.9218 -4.2258 0.0 0.0 0.0
H 3.8393 0.7451 -3.9447 0.0 0.0 0.0
O 1.4885 -6.3299 3.2437 0.0 0.0 0.0
C 2.0677 -5.8197 2.0511 0.0 0.0 0.0
C 1.6987 -4.3736 1.8689 0.0 0.0 0.0
C 2.3459 -3.6171 0.9018 0.0 0.0 0.0
C 1.9587 -2.3014 0.7041 0.0 0.0 0.0
N 0.9873 -1.7261 1.4074 0.0 0.1 -0.2
C 0.3631 -2.4512 2.3281 -0.1 0.0 0.1
C 0.6874 -3.7753 2.6035 0.0 0.0 0.0
C -0.7620 -1.7655 3.0334 0.1 0.0 -0.1
C -1.0615 -2.0287 4.3633 0.0 0.0 0.0
C -2.1196 -1.3587 4.9657 0.0 0.0 0.0
C -2.4860 -1.6394 6.3987 0.0 0.0 0.0
O -2.8682 -2.9952 6.6054 0.0 0.0 0.0
C -2.8376 -0.4539 4.2001 0.0 0.0 0.0
C -2.4649 -0.2541 2.8757 0.0 0.0 0.0
N -1.4536 -0.8885 2.3030 -0.1 0.1 -0.1
H 1.5274 -7.2887 3.2125 0.0 0.0 0.0
H 1.7138 -6.3798 1.1788 0.0 0.0 0.0
H 3.1592 -5.9085 2.0837 0.0 0.0 0.0
H 3.1319 -4.0450 0.2907 0.0 0.0 0.0
H 2.4209 -1.6820 -0.0602 0.0 0.0 0.0
H 0.1424 -4.3451 3.3422 0.0 0.0 0.0
H -0.4717 -2.7387 4.9295 0.0 0.0 0.0
H -3.2811 -0.9564 6.7163 0.0 0.0 0.0
H -1.6256 -1.4771 7.0493 0.0 0.0 0.0
H -3.4775 -3.2414 5.9014 0.0 0.0 0.0
H -3.6748 0.0898 4.6212 0.0 0.0 0.0
H -3.0094 0.4424 2.2453 0.0 0.0 0.0
Cl -2.7865 -2.4436 -1.9731 -0.6 -0.6 -0.2

---

74
Properties=species:S:1:pos:R:3:forces:R:3 method="wB97M-V/def2-TZVPD" homo_lumo_gap_ev="5.652 / 6.405" multiplicity=3 total_charge=-1 lumo_energy_ha="0.0562 / 0.0772" homo_ev="-4.123 / -4.303"
Cr 0.2515 0.0508 1.1895 0.2 -0.8 -0.4
S -2.3304 0.2073 5.0003 0.0 -0.1 0.0
Sb -0.5615 -1.0354 4.2914 -0.1 0.2 -0.1
S 1.0604 0.5188 3.2359 0.2 0.1 -0.1
S -0.9740 -1.6010 1.8742 0.0 0.1 -0.2
C -4.6567 2.7413 3.0487 0.1 0.1 0.0
C -3.2863 3.4306 3.1070 -0.1 -0.1 -0.1
C -2.3877 2.9531 2.0127 0.0 0.2 -0.3
N -1.5864 1.9710 2.1115 0.1 -0.1 -0.1
N -0.9146 1.6782 0.9504 -0.3 0.4 0.2
C -1.2272 2.4673 -0.0630 0.0 -0.1 0.3
N -0.6665 2.3445 -1.2711 0.0 0.2 0.0
S -2.3800 3.6661 0.3925 -0.1 0.0 0.1
H -5.3193 3.1589 3.8109 0.0 0.0 -0.1
H -4.5276 1.6754 3.2440 0.0 0.0 0.0
H -5.1230 2.8759 2.0679 0.0 0.0 0.1
H -2.7976 3.1752 4.0468 0.0 0.0 0.0
H -3.4001 4.5145 3.0334 0.0 0.0 0.1
H -0.3609 1.3536 -1.4094 0.1 0.0 -0.1
H -1.1164 2.8137 -2.0380 0.0 0.0 0.0
O -0.2615 -0.2407 -0.9547 -0.4 -0.2 0.3
C -1.3377 -0.8317 -1.6352 0.2 -0.1 0.0
C -0.9934 -0.7709 -3.1393 0.1 0.0 0.3
C -1.6794 -1.1995 -4.2323 0.0 0.0 -0.2
C -0.9575 -1.0040 -5.4491 -0.2 0.0 0.1
C 0.2614 -0.4347 -5.2437 0.1 0.0 0.1
S 0.5487 -0.1489 -3.5768 0.0 0.0 0.0
C -1.4366 -2.3186 -1.2987 0.2 0.2 -0.1
C -2.4944 -3.1729 -1.2707 -0.1 -0.1 0.1
C -2.1049 -4.5266 -1.0290 -0.1 0.1 0.0
C -0.7586 -4.6639 -0.9036 0.1 0.1 0.0
S 0.0445 -3.1580 -1.0597 0.0 0.0 -0.1
C -2.6800 -0.1050 -1.4266 0.1 0.0 -0.1
C -3.1952 0.8669 -2.2412 -0.2 0.0 0.0
C -4.3974 1.4476 -1.7490 0.1 0.1 -0.1
C -4.7756 0.9028 -0.5608 -0.1 -0.1 0.1
S -3.6822 -0.3014 -0.0381 0.2 0.0 0.1
H -2.6670 -1.6400 -4.1733 0.1 0.0 0.0
H -1.3360 -1.2772 -6.4264 0.0 0.0 0.1
H 1.0140 -0.1822 -5.9788 -0.1 0.0 0.1
H -3.5224 -2.8597 -1.3957 0.1 0.0 0.0
H -2.8041 -5.3494 -0.9445 0.0 0.1 0.0
H -0.1873 -5.5596 -0.6993 -0.1 0.1 0.0
H -2.7292 1.1470 -3.1777 0.0 0.0 0.1
H -4.9408 2.2375 -2.2548 0.0 -0.1 0.0
H -5.6438 1.1365 0.0405 0.1 0.0 -0.1
C 2.0555 2.8569 0.5784 -0.2 0.0 0.0
Si 3.0600 1.2743 0.3305 0.2 0.3 -0.1
C 3.7001 1.3676 -1.4398 0.1 -0.1 -0.1
C 4.5489 1.5631 1.4428 0.1 -0.2 0.1
C 2.1613 -0.3726 0.5031 -0.2 0.2 0.2
Si 3.0950 -1.8130 1.2707 0.0 -0.1 0.2
C 3.9974 -2.6385 -0.1675 0.1 0.0 -0.1
C 2.0811 -3.1344 2.1302 -0.1 -0.1 0.0
C 4.4140 -1.4036 2.5477 0.1 0.2 0.0
H 2.7573 3.6930 0.6710 0.0 -0.1 -0.1
H 1.4666 2.8306 1.4971 0.0 0.0 0.0
H 1.3922 3.0687 -0.2627 0.0 0.0 0.1
H 4.1794 2.3370 -1.6230 0.0 -0.1 0.0
H 2.8862 1.2434 -2.1639 0.1 0.0 0.1
H 4.4421 0.5814 -1.6303 -0.1 0.1 0.0
H 4.8987 2.5891 1.2844 -0.1 -0.1 0.0
H 5.3781 0.8867 1.2149 -0.1 0.1 0.0
H 4.2938 1.4521 2.5009 0.0 0.0 -0.1
H 1.9421 -0.6859 -0.5245 -0.1 0.0 0.0
H 3.2917 -2.9867 -0.9285 0.0 0.0 0.0
H 4.5877 -3.4977 0.1727 -0.1 0.1 0.0
H 4.6817 -1.9281 -0.6496 -0.1 -0.1 0.0
H 1.2117 -3.4490 1.5542 0.0 0.0 0.0
H 1.7283 -2.7615 3.0959 0.0 0.0 0.0
H 2.7139 -4.0120 2.3179 0.0 0.1 0.0
H 5.3034 -0.9462 2.1049 -0.1 -0.1 0.1
H 4.7234 -2.3357 3.0336 -0.1 0.0 -0.1
H 4.0290 -0.7324 3.3214 0.0 -0.1 -0.1